{"formula": "C34H38F6N10PSV", "method": "ωB97M-V/def2-TZVPD", "species": ["V", "C", "C", "N", "C", "C", "N", "C", "C", "C", "C", "C", "N", "C", "C", "N", "C", "C", "N", "C", "C", "C", "N", "C", "C", "H", "H", "H", "H", "H", "H", "H", "H", "H", "H", "H", "H", "F", "P", "F", "F", "F", "F", "F", "C", "C", "C", "C", "N", "C", "S", "N", "C", "C", "C", "C", "H", "H", "H", "H", "H", "H", "H", "H", "H", "H", "H", "H", "H", "H", "H", "H", "H", "H", "H", "H", "N", "C", "N", "C", "C", "C", "C", "C", "C", "H", "H", "H", "H", "H", "H"], "coordinates": [[-1.1692, -1.5212, 1.3570], [-4.8234, -1.3109, -1.1354], [-3.7415, -1.8195, -0.4213], [-3.0097, -1.0281, 0.3634], [-3.4041, 0.2635, 0.4963], [-4.4461, 0.7545, -0.2714], [-5.1397, -0.0271, -1.0930], [-2.7794, 0.9547, 1.6412], [-3.0456, 2.2135, 2.1352], [-2.5339, 2.5696, 3.3940], [-1.8650, 1.5907, 4.1436], [-1.6418, 0.3535, 3.5763], [-2.0190, 0.0992, 2.3247], [-1.2248, -0.8992, 4.2365], [-0.8728, -1.0307, 5.5692], [-0.7272, -2.2203, 6.1414], [-0.9509, -3.2894, 5.3958], [-1.2510, -3.1836, 4.0401], [-1.3670, -1.9955, 3.4550], [-2.7597, 3.9145, 3.9518], [-3.9367, 4.6133, 3.7062], [-4.0861, 5.8748, 4.2652], [-3.1508, 6.4557, 5.0087], [-2.0257, 5.7889, 5.2390], [-1.7849, 4.5150, 4.7431], [-5.4274, -1.9616, -1.7552], [-3.4668, -2.8624, -0.4861], [-4.7488, 1.7926, -0.2095], [-3.6490, 2.9191, 1.5813], [-1.5870, 1.7950, 5.1679], [-0.7124, -0.1611, 6.1946], [-0.8848, -4.2602, 5.8709], [-1.4174, -4.0662, 3.4383], [-4.7488, 4.1843, 3.1332], [-4.9980, 6.4381, 4.1093], [-1.2816, 6.2914, 5.8451], [-0.8393, 4.0292, 4.9484], [0.2310, -0.1575, 1.1584], [1.8666, -0.9534, 1.5326], [0.7802, -2.1423, 2.1054], [1.6694, -1.6293, 0.0959], [2.5557, 0.2937, 0.8929], [3.1083, -1.7957, 1.8890], [1.7230, -0.2593, 2.9323], [0.4554, -0.8895, -5.9532], [1.8206, -0.2327, -5.7847], [2.7963, -1.0654, -4.9569], [2.4372, -1.1705, -3.4813], [2.5212, 0.1414, -2.8169], [1.5457, 0.8140, -2.2542], [-0.0563, 0.1130, -2.1304], [1.6926, 2.0535, -1.8228], [2.8635, 2.9061, -2.1107], [4.0173, 2.6881, -1.1391], [5.1848, 3.6208, -1.4523], [6.3522, 3.4159, -0.4966], [-0.2022, -0.2703, -6.5620], [-0.0456, -1.0494, -4.9942], [0.5500, -1.8567, -6.4500], [1.7081, 0.7646, -5.3451], [2.2632, -0.0685, -6.7676], [3.8104, -0.6636, -5.0409], [2.8467, -2.0829, -5.3525], [3.1169, -1.8416, -2.9560], [1.4241, -1.5548, -3.3396], [3.4364, 0.5757, -2.8130], [0.9538, 2.4394, -1.2563], [2.5126, 3.9358, -2.0661], [3.1612, 2.7255, -3.1469], [4.3600, 1.6472, -1.1705], [3.6631, 2.8592, -0.1191], [4.8390, 4.6566, -1.4005], [5.5137, 3.4583, -2.4829], [6.0553, 3.6113, 0.5349], [7.1732, 4.0884, -0.7373], [6.7338, 2.3949, -0.5507], [0.0144, -5.3182, -0.0149], [-0.2777, -4.3761, 0.8697], [-0.8857, -3.3248, 0.3196], [-0.9520, -3.6243, -1.0622], [-1.4210, -2.8989, -2.1595], [-1.3165, -3.4781, -3.4093], [-0.7584, -4.7530, -3.5896], [-0.2823, -5.4794, -2.5196], [-0.3889, -4.8826, -1.2687], [0.4742, -6.1920, 0.2000], [-0.0063, -4.4653, 1.9074], [-1.8810, -1.9272, -2.0597], [-1.6850, -2.9404, -4.2727], [-0.7067, -5.1723, -4.5848], [0.1518, -6.4617, -2.6477]], "forces_ev_per_a": [[-0.322, -0.332, 0.852], [0.007, 0.005, 0.015], [-0.003, -0.020, -0.006], [0.017, 0.020, -0.081], [0.032, 0.017, -0.071], [0.008, -0.013, 0.003], [-0.009, -0.004, -0.013], [0.042, 0.032, -0.005], [0.003, 0.015, 0.027], [-0.032, 0.005, -0.036], [0.028, -0.013, 0.007], [0.008, -0.024, 0.022], [-0.004, 0.027, -0.096], [0.002, 0.002, 0.017], [0.002, -0.037, 0.017], [0.005, 0.027, 0.002], [-0.011, -0.005, -0.028], [0.011, -0.047, -0.008], [0.001, 0.014, 0.070], [0.046, -0.019, 0.019], [-0.051, 0.003, -0.021], [0.032, -0.019, 0.003], [-0.015, 0.033, 0.013], [-0.023, -0.033, -0.029], [0.026, 0.016, 0.024], [-0.007, 0.006, -0.005], [0.001, 0.004, -0.001], [0.002, 0.002, 0.010], [-0.001, -0.008, -0.010], [0.000, -0.004, 0.002], [-0.010, 0.003, -0.001], [0.005, 0.002, 0.005], [0.000, 0.004, 0.000], [-0.001, 0.002, 0.000], [-0.001, 0.008, 0.002], [0.000, 0.005, 0.003], [0.000, -0.002, -0.001], [-0.025, 0.012, -0.278], [-0.050, 0.028, -0.133], [0.114, 0.071, -0.130], [0.001, 0.004, -0.009], [0.004, -0.008, -0.001], [-0.011, 0.034, 0.024], [-0.010, 0.003, 0.035], [-0.017, 0.011, -0.011], [0.006, -0.013, -0.006], [0.021, 0.001, -0.001], [-0.024, 0.002, 0.024], [0.022, -0.004, 0.007], [0.007, -0.165, -0.021], [0.165, 0.201, -0.091], [-0.038, 0.066, -0.035], [-0.005, -0.024, 0.023], [0.005, 0.005, -0.007], [-0.007, 0.000, -0.016], [0.005, 0.000, 0.004], [0.001, -0.003, -0.004], [-0.001, 0.000, 0.008], [0.004, -0.006, 0.003], [0.001, -0.001, 0.009], [-0.006, -0.003, 0.000], [-0.003, 0.012, 0.005], [0.001, -0.001, 0.000], [0.000, -0.007, 0.004], [-0.007, 0.011, -0.010], [-0.007, 0.018, -0.005], [-0.007, -0.007, -0.002], [-0.003, -0.002, 0.015], [0.014, -0.008, 0.004], [0.001, 0.000, 0.007], [0.002, 0.004, 0.004], [-0.001, 0.001, 0.001], [0.006, -0.003, 0.001], [-0.002, -0.002, 0.002], [0.001, 0.001, -0.001], [-0.001, -0.001, -0.001], [0.037, -0.018, 0.046], [-0.046, 0.014, -0.049], [0.005, 0.057, -0.076], [0.040, 0.002, 0.033], [-0.003, 0.030, -0.028], [0.008, -0.015, -0.006], [-0.004, 0.014, 0.000], [0.007, -0.004, -0.008], [-0.022, 0.021, -0.025], [-0.003, -0.002, -0.006], [-0.003, -0.002, 0.002], [0.035, 0.007, 0.001], [0.002, 0.002, -0.002], [0.001, -0.004, -0.001], [-0.002, -0.003, 0.001]], "charge": 3, "e_above_lowest_ev": 0.5608, "s_squared": 3.765, "molar_mass_g_mol": 814.7, "spin_multiplicity": 4}

---

{"formula": "C25H55Cl2O18P2", "method": "ωB97M-V/def2-TZVPD", "species": ["C", "C", "O", "O", "H", "H", "H", "C", "Cl", "Cl", "H", "H", "C", "O", "P", "O", "O", "C", "O", "C", "H", "H", "H", "H", "H", "H", "H", "H", "H", "C", "O", "P", "O", "O", "C", "O", "C", "H", "H", "H", "H", "H", "H", "H", "H", "H", "O", "C", "O", "C", "C", "C", "H", "H", "H", "H", "H", "H", "H", "H", "O", "C", "O", "C", "C", "C", "H", "H", "H", "H", "H", "H", "H", "H", "O", "C", "O", "C", "C", "C", "H", "H", "H", "H", "H", "H", "H", "H", "O", "C", "O", "C", "C", "C", "H", "H", "H", "H", "H", "H", "H", "H"], "coordinates": [[-1.3806, 0.3573, 0.4914], [-2.1128, 1.1278, 1.5556], [-2.8963, 2.0474, 1.2413], [-1.9067, 0.9765, 2.7632], [-1.9358, 0.2175, -0.4361], [-1.0874, -0.6617, 0.7438], [-0.4829, 0.8362, 0.1005], [-7.3495, 2.8689, -3.5164], [-6.7857, 1.3430, -4.0883], [-6.6969, 4.0813, -4.6189], [-8.4395, 2.8734, -3.5155], [-6.9800, 2.9419, -2.4936], [-6.4466, -4.9992, 7.5781], [-7.0432, -4.8493, 6.2716], [-6.6249, -3.6448, 5.2355], [-6.6433, -2.2187, 5.7725], [-5.2272, -4.1488, 4.6253], [-3.9527, -4.0173, 5.2544], [-7.6197, -3.8710, 3.9546], [-7.3686, -3.1630, 2.7841], [-6.6362, -4.0953, 8.1569], [-5.3634, -5.1172, 7.5461], [-6.8700, -5.8115, 8.1688], [-3.6249, -5.0229, 5.5177], [-4.0143, -3.3460, 6.1110], [-3.2251, -3.6170, 4.5483], [-7.4395, -3.7308, 1.8564], [-6.3737, -2.7280, 2.8796], [-8.1390, -2.4062, 2.6370], [3.1891, 8.6606, 7.1147], [1.8479, 8.2167, 7.1012], [0.8581, 8.4704, 5.8772], [-0.4194, 7.7444, 5.9856], [0.7832, 10.0990, 5.9743], [0.0675, 10.7418, 7.0113], [1.6598, 8.1755, 4.5120], [2.1787, 6.9013, 4.2394], [3.8941, 7.8301, 7.1510], [3.3889, 9.1778, 8.0531], [3.5258, 9.3502, 6.3406], [-0.5537, 11.4626, 6.4797], [0.7448, 11.3202, 7.6396], [-0.5175, 10.0803, 7.6503], [3.2487, 6.8008, 4.4217], [1.9603, 6.6988, 3.1909], [1.7689, 6.0892, 4.8400], [-5.6699, -8.1783, -4.5284], [-4.6290, -7.4942, -4.6314], [-4.1993, -6.7767, -5.7286], [-4.9978, -6.5416, -6.8377], [-4.7646, -7.5319, -8.0240], [-3.6756, -7.4498, -3.4442], [-4.8578, -5.5133, -7.1708], [-6.0366, -6.5514, -6.5075], [-5.5856, -7.3960, -8.7281], [-4.8318, -8.5672, -7.6898], [-3.7760, -7.3576, -8.4488], [-3.4138, -6.4026, -3.2927], [-2.8507, -8.1249, -3.6723], [-4.3254, -7.8131, -2.6482], [6.0316, -5.1772, -6.7685], [5.5896, -4.1030, -7.1263], [4.7901, -3.2534, -6.4790], [4.5116, -3.4867, -5.1778], [3.3867, -4.5534, -5.0054], [5.9763, -3.5691, -8.4887], [4.0929, -2.6057, -4.6913], [5.3680, -3.8232, -4.5934], [3.7402, -5.5367, -5.3158], [2.5250, -4.4908, -5.6700], [2.9719, -4.6452, -4.0016], [5.1248, -3.1156, -8.9961], [6.3056, -4.3956, -9.1184], [6.8030, -2.8724, -8.3503], [6.2147, -2.3442, 6.4200], [5.2812, -1.7397, 5.8685], [5.1171, -1.5314, 4.5529], [6.1239, -1.7771, 3.5995], [6.2361, -0.6366, 2.5869], [4.0593, -1.2889, 6.5974], [5.8187, -2.6940, 3.0952], [7.1064, -1.9171, 4.0504], [6.6410, 0.2437, 3.0860], [5.2818, -0.3516, 2.1440], [6.9365, -0.8254, 1.7734], [3.7691, -2.1462, 7.2048], [3.2958, -0.9642, 5.8905], [4.4574, -0.4564, 7.1775], [3.5716, 5.9222, -6.8537], [3.9063, 5.2111, -5.9551], [3.1131, 4.8684, -4.9512], [1.7852, 5.2682, -4.8242], [1.5669, 6.6814, -4.4272], [5.2126, 4.3852, -5.9202], [1.3926, 4.4847, -4.1762], [1.3319, 5.1144, -5.8035], [2.0671, 7.3945, -5.0825], [2.1111, 6.9201, -3.5135], [0.5277, 6.9815, -4.2929], [4.9162, 3.3694, -6.1815], [5.6878, 4.4142, -4.9397], [5.9090, 4.6984, -6.6980]], "forces_ev_per_a": [[0.400, -1.149, -1.425], [-1.115, 2.323, 1.271], [-0.694, 0.365, -2.595], [1.775, -2.303, 1.475], [-0.648, 0.278, 0.078], [0.091, 0.012, 0.613], [0.222, 0.424, 0.538], [-0.170, 0.045, 0.427], [0.121, -1.540, -0.286], [-0.207, 0.668, 0.309], [0.203, 0.212, -0.189], [0.080, 0.607, -0.252], [0.119, 1.250, 0.181], [-0.027, 0.537, -0.865], [-0.235, 1.913, 0.406], [0.171, -3.560, -0.823], [-0.861, 0.269, -0.179], [0.083, 0.060, 0.049], [0.462, -1.660, 2.879], [0.418, 1.447, -0.975], [-0.013, 0.150, -0.038], [-0.005, -0.184, -0.336], [-0.291, -0.227, -0.761], [0.005, 0.075, 0.304], [0.105, -0.102, 0.051], [-0.267, 0.139, -0.096], [0.265, -0.814, 0.418], [-0.136, 0.371, -0.602], [0.190, 0.373, 0.394], [1.141, 0.294, 0.842], [0.132, -0.768, -0.312], [-0.852, 0.587, 0.080], [1.125, 0.662, 0.241], [0.663, -1.781, -1.383], [-0.304, 0.663, -0.096], [-0.375, 1.805, 1.501], [0.228, -1.517, -0.377], [-0.281, -0.348, -0.350], [-0.384, 0.143, 0.138], [-0.622, -0.120, -0.412], [-0.384, -0.071, 0.392], [0.253, -0.176, 0.004], [-0.057, -0.136, -0.282], [0.204, 0.668, -0.134], [0.116, -0.095, 0.115], [-0.618, 0.208, 0.049], [2.528, 2.308, -1.383], [-2.121, -1.725, 0.013], [0.913, -0.718, 2.279], [-1.679, -0.561, -1.364], [-0.255, 0.528, 1.286], [-1.221, 0.391, -1.119], [0.531, -0.017, 0.062], [-0.200, -0.397, -0.131], [0.302, 0.182, -0.283], [0.080, 0.039, 0.180], [-0.191, -0.028, -0.255], [0.539, -0.254, 0.177], [0.183, 0.297, 0.328], [0.589, -0.040, 0.213], [-0.874, 1.076, 0.895], [1.137, -1.071, -1.544], [0.835, 0.581, -2.007], [-2.546, -1.642, 3.440], [0.208, -0.943, -0.618], [-0.414, -0.244, -0.126], [0.463, 0.465, -0.464], [0.233, 0.060, -0.222], [0.482, -0.132, 0.387], [-0.024, 1.021, -0.129], [0.364, 0.250, 0.120], [0.151, 0.386, 0.181], [0.134, 0.017, 0.259], [-0.154, 0.180, -0.169], [-1.571, 1.668, -1.719], [1.279, -2.237, 0.650], [0.030, 0.840, 0.423], [0.796, -0.411, -1.118], [-0.160, 0.523, 0.429], [0.669, 0.065, -0.272], [0.234, -0.123, -0.057], [-0.179, -0.213, 0.323], [-0.132, 0.135, 0.121], [-0.069, -0.165, 0.087], [-0.031, -0.504, 0.084], [-0.244, 0.431, 0.237], [-0.013, -0.034, 0.340], [-0.623, 0.029, 0.466], [-0.095, 0.780, -0.587], [0.612, -1.084, -0.366], [2.018, -0.546, 1.255], [-1.392, -0.700, -1.434], [0.980, 1.370, 1.025], [-0.603, 0.538, -0.183], [-0.364, 0.538, 0.323], [-0.279, -0.041, -0.148], [-0.357, -0.264, -0.707], [-0.289, -0.331, 0.563], [0.026, -0.314, -0.117], [0.031, -0.128, 0.311], [-0.126, -0.131, -0.076], [-0.169, 0.308, 0.148]], "charge": -1, "e_above_lowest_ev": 4.4875, "molar_mass_g_mol": 776.6, "spin_multiplicity": 1}